Computed, not measured: 14 unconnected molecules or ions with the total composition C33H80Cl13NO16, with wB97M-V/def2-TZVPD.

Structure (XYZ):
```
143
Properties=species:S:1:pos:R:3:forces:R:3:lowdin_charge:R:1
C -1.15788 8.06924 5.36028 0.0 1.2 1.4 -0.11
C -1.97867 6.94045 4.85544 -1.0 -0.8 -0.6 -0.29
C -1.18166 5.75504 4.34619 -0.3 -1.4 -0.3 -0.19
C -2.14702 4.59017 3.90786 0.8 -0.4 0.8 -0.09
N -1.51689 3.14434 3.74556 -0.3 0.1 1.0 -0.19
C -2.63726 2.08364 3.37519 0.6 -0.9 0.2 -0.05
C -2.58320 0.92081 4.43113 -0.3 -0.4 -1.1 -0.16
C -1.22579 0.99995 5.03234 1.2 0.8 -0.6 -0.21
C -0.96460 2.52798 5.07799 -0.6 -0.5 0.3 -0.09
C -0.36941 3.28928 2.78649 -0.3 -0.6 0.2 0.00
H -1.77890 8.90402 5.68522 -0.4 0.1 -0.5 0.07
H -0.42214 8.51037 4.68782 0.1 -0.4 0.0 0.08
H -0.74398 7.82857 6.33949 0.8 -0.4 -0.2 0.08
H -2.64883 7.27669 4.06427 0.0 0.1 -0.3 0.11
H -2.66143 6.57419 5.62211 0.0 0.1 0.3 0.11
H -0.52309 5.36098 5.12020 0.2 0.2 0.1 0.11
H -0.57017 6.09863 3.51184 0.1 -0.3 -0.1 0.11
H -2.63763 4.90003 2.98516 0.0 -0.6 -0.2 0.06
H -2.89657 4.40540 4.67736 -0.1 0.3 0.0 0.12
H -2.36807 1.68705 2.39624 0.1 0.1 0.0 0.10
H -3.66374 2.44335 3.30415 0.4 0.8 0.0 0.10
H -2.64687 -0.02234 3.88843 -0.3 0.0 -0.1 0.09
H -3.38761 0.87059 5.16495 -0.1 0.6 -0.1 0.12
H -0.50705 0.49311 4.38842 0.2 0.4 -0.5 0.07
H -1.01870 0.43571 5.94164 -0.5 0.6 0.5 0.11
H 0.08749 2.71819 5.29019 -0.2 0.6 -0.4 0.07
H -1.62062 2.93425 5.84784 0.2 0.2 0.1 0.13
H 0.15499 2.34250 2.65726 -0.4 -0.1 -0.2 0.09
H 0.35229 3.95098 3.26544 -0.2 0.2 -0.3 0.09
H -0.77196 3.66401 1.84540 0.3 0.0 0.0 0.11
Cl -0.54276 -0.19960 -0.23426 2.7 -1.7 -1.5 0.63
O -1.50633 -0.74020 -1.18990 0.0 0.9 0.3 -0.36
O -0.87359 -0.59100 1.07830 -1.2 -0.4 2.0 -0.35
O 0.76740 -0.80389 -0.54905 -1.0 0.8 -0.2 -0.37
O -0.41425 1.23047 -0.28451 -0.6 0.5 -0.6 -0.35
C 4.36447 -0.52056 -5.80970 0.2 0.2 -0.4 -0.24
C 2.93281 -0.07130 -5.90844 -0.5 -0.4 -0.6 -0.20
O 2.26467 -0.40922 -7.17067 0.8 0.7 0.8 -0.07
O 4.49944 -1.91919 -5.61109 0.1 -0.2 0.4 -0.07
H 4.83118 0.00634 -4.97743 -0.1 -0.3 0.3 0.11
H 4.95962 -0.20982 -6.66839 -0.2 0.1 -0.4 0.13
H 2.91892 1.01255 -5.79370 -0.3 0.0 -0.2 0.12
H 2.34715 -0.52923 -5.11131 0.0 0.2 0.2 0.11
H 2.41677 -1.33926 -7.35362 -0.2 -0.1 0.0 0.08
H 4.12466 -2.39081 -6.35855 0.1 0.0 -0.1 0.08
C 2.44489 -3.61613 -2.98200 -0.5 1.8 -2.4 -0.21
C 2.06586 -4.68503 -4.07745 0.7 0.8 0.5 -0.20
O 2.98943 -5.72960 -3.94400 0.3 -1.7 0.8 -0.07
O 2.60303 -4.02931 -1.65232 -0.6 -0.9 -0.3 -0.08
H 1.74936 -2.77978 -3.05179 -0.6 -0.2 0.5 0.12
H 3.35717 -3.09120 -3.26537 0.5 -0.4 -0.4 0.10
H 2.21835 -4.43438 -5.12722 -0.4 1.6 0.1 0.11
H 1.02239 -4.99929 -4.05457 0.1 -0.5 0.7 0.12
H 3.77364 -5.48755 -4.44202 0.0 -0.1 0.1 0.09
H 3.20506 -4.77265 -1.73357 0.3 -0.5 0.4 0.11
C -1.13474 0.64231 -4.51239 1.1 -1.2 0.8 -0.21
C -1.04196 1.24425 -5.86726 0.9 0.2 -1.2 -0.21
O -0.61049 0.36128 -6.99536 -1.4 1.4 2.0 -0.07
O 0.20858 0.53330 -3.92225 -1.0 0.1 -0.8 -0.10
H -1.58076 -0.35029 -4.57497 0.0 -0.2 0.0 0.12
H -1.79362 1.24912 -3.89131 0.1 0.2 0.2 0.11
H -0.35617 2.08789 -5.78944 0.3 0.0 -0.1 0.12
H -1.99690 1.74866 -6.01478 -0.3 -0.6 -0.9 0.11
H 0.34844 0.35167 -6.95098 0.4 -0.2 -0.1 0.03
H 0.13272 0.39155 -2.97580 -0.2 -0.3 0.2 0.04
C 2.68964 -2.79273 1.86398 0.9 0.4 1.6 -0.24
C 3.59806 -2.84014 3.12724 0.1 -0.4 -0.5 -0.23
O 4.84758 -2.25606 2.85559 0.7 1.4 0.2 -0.10
O 3.13503 -3.84675 1.06561 -0.3 -0.6 -0.3 -0.06
H 2.84814 -1.86065 1.32158 0.1 0.4 0.2 0.10
H 1.62867 -2.80263 2.11373 -0.2 -0.5 0.1 0.09
H 3.90096 -3.84116 3.43430 -1.1 -0.6 -0.2 0.12
H 3.18528 -2.38588 4.02799 -0.1 0.4 -0.3 0.09
H 5.30468 -2.74850 2.16991 -0.2 -0.1 -0.1 0.08
H 2.69169 -3.72772 0.22248 0.2 -0.2 -0.5 0.03
C -5.16161 -0.54436 -1.00017 0.7 0.3 -0.9 -0.25
C -4.48998 0.58292 -0.24450 -1.7 0.7 0.0 -0.26
O -4.33308 0.32509 1.14744 0.3 -0.1 -0.6 -0.06
O -4.38874 -1.70327 -1.02794 0.1 -1.5 0.9 -0.07
H -5.25418 -0.28953 -2.05591 -0.4 0.9 -0.1 0.12
H -6.16859 -0.73508 -0.62905 0.2 -0.3 0.3 0.13
H -5.25049 1.36000 -0.32107 0.2 0.5 0.2 0.10
H -3.58596 0.96428 -0.71925 0.3 -0.3 0.0 0.11
H -3.81987 -0.48619 1.15277 0.2 -0.3 0.4 0.07
H -3.47326 -1.44909 -1.16546 0.4 0.0 -0.1 0.04
C -0.35317 -4.15419 -0.24161 1.5 2.0 -0.8 -0.25
C -1.49280 -4.47742 0.64531 -0.8 -1.5 0.8 -0.20
O -1.21789 -5.54811 1.57564 0.4 0.0 -0.2 -0.08
O -0.02768 -5.18747 -1.13915 -0.6 -1.4 0.2 -0.05
H 0.54219 -3.83973 0.29462 0.0 -0.3 0.6 0.10
H -0.51143 -3.28997 -0.88674 -0.8 0.5 0.4 0.11
H -2.30756 -4.81390 0.00417 -0.3 0.2 0.0 0.11
H -1.86536 -3.74370 1.36012 0.2 0.9 -0.9 0.11
H -0.57321 -6.12176 1.15504 0.1 -0.3 -0.1 0.08
H 0.88598 -5.06674 -1.40795 0.2 0.1 0.0 0.05
Cl -4.37274 4.04789 0.96322 0.0 -0.2 -0.3 0.59
C -4.42635 4.83161 -0.63458 0.9 1.6 -0.1 -0.61
C -3.22968 5.80326 -0.86789 0.1 -0.5 0.4 -0.60
Cl -2.80625 6.82214 0.56735 -0.2 -0.3 -0.4 0.50
H -5.33902 5.42668 -0.66690 -0.1 -0.4 -0.1 0.07
H -4.35094 4.10063 -1.43961 -0.4 -0.2 0.3 0.08
H -3.40819 6.50008 -1.68684 -0.3 -0.1 0.1 0.07
H -2.33562 5.23551 -1.12562 0.0 0.0 0.2 0.06
Cl -3.83666 -7.43445 -4.21493 0.2 0.2 0.1 0.50
C -4.61664 -6.03632 -3.40250 0.1 0.5 -1.1 -0.64
C -3.64161 -4.94076 -2.89090 -1.3 -0.9 0.3 -0.64
Cl -2.76032 -4.10682 -4.19208 0.1 -0.4 0.0 0.54
H -5.33061 -6.49935 -2.72138 0.5 0.5 0.7 0.07
H -5.23671 -5.57372 -4.17038 0.1 0.0 -0.1 0.05
H -2.96392 -5.35235 -2.14294 0.2 0.3 -0.2 0.05
H -4.27755 -4.16188 -2.47018 0.2 -0.1 0.3 0.05
Cl 0.23418 -2.22460 5.35640 0.4 0.3 0.5 0.60
C -0.64731 -2.97047 4.04925 -1.2 -2.3 -0.3 -0.68
C -1.82616 -3.88390 4.55755 0.5 0.9 -0.6 -0.63
Cl -2.99316 -2.84552 5.37736 -0.6 0.3 0.6 0.55
H 0.00453 -3.69712 3.56429 0.3 0.4 -0.3 0.06
H -0.98251 -2.20543 3.34892 0.0 -0.1 0.1 0.05
H -1.51936 -4.69692 5.21555 0.3 0.4 0.1 0.08
H -2.40584 -4.34249 3.75643 0.5 0.1 -0.3 0.05
Cl 3.27232 2.74809 2.15591 -0.2 0.0 0.1 0.57
C 3.07603 1.10183 2.79852 0.9 -0.9 1.3 -0.64
C 3.60923 0.98644 4.29658 0.1 -0.2 -2.0 -0.60
Cl 2.26626 1.28873 5.41001 0.3 0.2 0.4 0.60
H 3.65475 0.43257 2.16191 0.1 0.2 0.1 -0.01
H 2.04013 0.77498 2.70810 0.0 0.3 0.2 0.05
H 4.48116 1.63006 4.41313 -0.6 0.7 0.3 0.07
H 4.05449 0.01916 4.52945 -0.7 -0.4 -0.3 0.06
Cl 7.05950 0.97299 -2.41606 -0.1 0.7 0.0 0.55
C 6.28571 -0.60367 -2.28449 0.9 -1.0 -1.1 -0.70
C 4.96061 -0.64273 -1.56889 0.5 0.3 -0.3 -0.61
Cl 5.12636 -0.06089 0.11292 -0.2 -0.3 -0.3 0.62
H 7.10969 -1.25916 -2.00256 -0.5 -0.1 1.1 0.07
H 6.15954 -0.96396 -3.30546 -0.6 0.2 -0.2 0.05
H 4.54720 -1.64994 -1.62114 0.1 0.0 0.4 0.07
H 4.28359 0.00898 -2.12118 -0.1 0.2 0.3 0.06
Cl 1.36850 4.74534 -3.20091 -0.1 0.4 0.0 0.53
C 1.42347 2.99389 -2.81654 0.2 0.5 -0.7 -0.66
C 2.28271 2.73419 -1.63208 -0.6 -0.4 1.2 -0.72
Cl 3.94682 3.24055 -1.79966 0.7 0.2 -0.3 0.57
H 1.85535 2.54704 -3.71204 -0.5 -0.2 0.1 0.05
H 0.38464 2.72284 -2.62824 0.3 -0.3 -0.1 0.06
H 2.30729 1.67211 -1.38819 -0.2 -0.1 -0.2 0.06
H 1.87054 3.22802 -0.75212 0.1 0.1 0.0 0.06
```
Forces are in eV/Å.

Net charge: 0
Max |F|, Eh/bohr: 0.0685
Energy above the lowest of the compared OMol25 structures with the same formula, charge and spin, eV: 0.000
Total energy, eV: -232549.5130
HOMO level, eV: -9.8
Orbital gap, Eh: 0.3645
Multiplicity: 1